(1)
Here is a structure of composition CHAlF12O3P2 from the Open Molecules 2025 dataset. Energies are from wB97M-V/def2-TZVPD.

Its spin multiplicity is 2. The calculation puts the frontier orbital gap (spin up / spin down) at 10.1780 / 6.3282 eV. For the HOMO energy (spin up / spin down), the calculation gives -0.315 / -0.311 hartree. Its charge is -1. For the total energy, the calculation gives -2388.40918 hartree.

Atoms and positions in Å:
Al  1.37  -1.04  0.12
O  3.45  1.97  3.18
C  2.71  1.12  2.59
O  2.97  -0.06  2.68
O  1.87  1.41  1.76
H  4.06  1.42  3.67
P  -2.01  -2.59  -0.22
F  -3.32  -2.07  -1.05
F  -2.40  -4.11  -0.79
F  -0.96  -2.30  -1.49
F  -0.74  -3.10  0.66
F  -1.60  -1.10  0.27
F  -3.09  -2.80  1.02
P  -0.37  1.93  -1.80
F  -1.92  2.44  -2.26
F  0.16  2.34  -3.31
F  -0.02  3.34  -1.01
F  1.14  1.44  -1.51
F  -0.75  1.41  -0.30
F  -0.54  0.34  -2.22



(2)
Here is a structure of composition CHBr2Cl2P from the Open Molecules 2025 dataset. Energies are from wB97M-V/def2-TZVPD.

The calculation puts the frontier orbital gap at 9.1211 eV. For the HOMO energy, the calculation gives -0.355 hartree. The energy above the lowest of the compared OMol25 structures with the same formula, charge and spin comes out at 262.3 kJ/mol. For the total energy, the calculation gives -6448.40665 hartree.

Atoms and positions in Å:
C  -0.46  -0.04  0.52
P  0.90  0.99  -0.29
Cl  0.13  1.23  -2.09
Cl  2.04  -0.53  -0.72
Br  -2.12  0.74  0.96
Br  0.28  -0.89  2.04
H  -0.76  -1.49  -0.43



(3)
Here is a structure of composition CHBr2N from the Open Molecules 2025 dataset. Energies are from wB97M-V/def2-TZVPD.

The calculation puts the frontier orbital gap at 10.7065 eV. For the HOMO energy, the calculation gives -0.388 hartree. The energy above the lowest of the compared OMol25 structures with the same formula, charge and spin comes out at 20.3 kJ/mol. For the total energy, the calculation gives -5241.46182 hartree.

Atoms and positions in Å:
C  -1.72  0.03  -0.06
N  -0.60  0.70  0.02
Br  -3.30  1.05  0.00
Br  -2.00  -1.88  -0.01
H  0.25  0.16  0.14



(4)
Here is a structure of composition CHBr2NO from the Open Molecules 2025 dataset. Energies are from wB97M-V/def2-TZVPD.

The calculation puts the frontier orbital gap (spin up / spin down) at 9.6083 / 6.3443 eV. For the HOMO energy (spin up / spin down), the calculation gives -0.354 / -0.304 hartree. The energy above the lowest of the compared OMol25 structures with the same formula, charge and spin comes out at 442.2 kJ/mol. For the total energy, the calculation gives -5316.53626 hartree.

Atoms and positions in Å:
C  -0.52  0.19  -0.09
N  1.18  -0.47  -3.36
O  1.08  -0.97  -4.39
Br  -2.41  0.83  -0.04
Br  -0.42  -1.01  -1.66
H  0.16  1.08  -0.19



(5)
Here is a structure of composition CHBr3 from the Open Molecules 2025 dataset. Energies are from wB97M-V/def2-TZVPD.

The calculation puts the frontier orbital gap at 9.7885 eV. For the HOMO energy, the calculation gives -0.382 hartree. The energy above the lowest of the compared OMol25 structures with the same formula, charge and spin comes out at 29.8 kJ/mol. For the total energy, the calculation gives -7760.71961 hartree.

Atoms and positions in Å:
C  -7.61  14.32  8.31
Br  -6.61  15.59  7.20
Br  -8.03  14.71  10.28
Br  -6.74  12.56  8.27
H  -8.59  14.31  7.84



(6)
Here is a cluster of 2 separate species, CHBrF2N2O2 in total from the Open Molecules 2025 dataset. Energies are from wB97M-V/def2-TZVPD.

The calculation puts the frontier orbital gap (spin up / spin down) at 9.1287 / 8.5100 eV. For the HOMO energy (spin up / spin down), the calculation gives -0.412 / -0.362 hartree. The energy above the lowest of the compared OMol25 structures with the same formula, charge and spin comes out at 235.1 kJ/mol. For the total energy, the calculation gives -3072.10608 hartree.

Atoms and positions in Å:
C  0.70  0.68  -0.16
N  0.85  0.42  1.28
N  -1.16  -1.45  -0.52
O  1.39  -0.61  1.57
O  0.40  1.24  2.02
F  -0.73  -1.77  -1.79
F  -1.91  -0.43  -0.84
Br  -0.47  2.02  -0.66
H  0.92  -0.10  -0.89



(7)
Here is a cluster of 2 separate species, CHBrF2N2O2 in total from the Open Molecules 2025 dataset. Energies are from wB97M-V/def2-TZVPD.

The calculation puts the frontier orbital gap (spin up / spin down) at 9.1087 / 9.1092 eV. For the HOMO energy (spin up / spin down), the calculation gives -0.362 / -0.362 hartree. The energy above the lowest of the compared OMol25 structures with the same formula, charge and spin comes out at 179.7 kJ/mol. For the total energy, the calculation gives -3072.12717 hartree.

Atoms and positions in Å:
C  -0.21  -0.14  -0.70
N  -0.02  -1.41  -0.05
N  0.21  1.35  0.69
O  1.29  1.37  1.16
O  -0.81  1.97  0.88
F  1.04  -2.12  -0.56
F  0.13  -1.40  1.29
Br  -1.98  0.21  -0.99
H  0.35  0.15  -1.71



(8)
Here is an isolated molecule of CHBrF2N2O2 from the Open Molecules 2025 dataset. Energies are from wB97M-V/def2-TZVPD.

The calculation puts the frontier orbital gap at 10.8935 eV. For the HOMO energy, the calculation gives -0.411 hartree. The energy above the lowest of the compared OMol25 structures with the same formula, charge and spin comes out at 58.6 kJ/mol. For the total energy, the calculation gives -3072.17330 hartree.

Atoms and positions in Å:
O  -1.06  -1.89  -0.06
N  0.03  -1.47  0.18
O  0.97  -1.97  0.72
C  0.19  0.13  -0.40
Br  2.06  0.44  -0.78
N  -0.31  1.01  0.68
F  0.14  2.28  0.58
F  -1.61  1.09  0.42
H  -0.40  0.40  -1.33



(9)
Here is a structure of composition CHBrINO2 from the Open Molecules 2025 dataset. Energies are from wB97M-V/def2-TZVPD.

Its spin multiplicity is 3. The calculation puts the frontier orbital gap (spin up / spin down) at 7.7422 / 7.3459 eV. For the HOMO energy (spin up / spin down), the calculation gives -0.281 / -0.365 hartree. The energy above the lowest of the compared OMol25 structures with the same formula, charge and spin comes out at 76.2 kJ/mol. For the total energy, the calculation gives -3115.41638 hartree.

Atoms and positions in Å:
C  -0.04  -0.06  0.93
N  -0.18  -0.08  -1.29
O  -1.28  -0.11  -1.71
O  0.92  -0.06  -1.73
Br  -0.76  1.59  1.47
I  2.00  -0.40  1.13
H  -0.67  -0.89  1.19



(10)
Here is an isolated molecule of CHCl2F from the Open Molecules 2025 dataset. Energies are from wB97M-V/def2-TZVPD.

The calculation puts the frontier orbital gap at 11.7324 eV. For the HOMO energy, the calculation gives -0.420 hartree. The energy above the lowest of the compared OMol25 structures with the same formula, charge and spin comes out at 66.9 kJ/mol. For the total energy, the calculation gives -1058.92148 hartree.

Atoms and positions in Å:
F  -0.32  -1.09  0.79
C  -0.05  0.01  0.11
Cl  1.68  0.45  0.40
Cl  -0.36  -0.11  -1.80
H  -0.95  0.73  0.49



(11)
Here is a structure of composition CHCl2N2O2 from the Open Molecules 2025 dataset. Energies are from wB97M-V/def2-TZVPD.

The calculation puts the frontier orbital gap at 8.5335 eV. For the HOMO energy, the calculation gives -0.186 hartree. Its charge is -1. The energy above the lowest of the compared OMol25 structures with the same formula, charge and spin comes out at 44.9 kJ/mol. For the total energy, the calculation gives -1219.03082 hartree.

Atoms and positions in Å:
C  -0.45  0.31  -0.59
N  0.60  0.50  -1.41
N  1.72  -0.14  -1.06
O  1.80  -0.68  0.03
O  2.68  -0.02  -1.79
Cl  -1.36  -1.70  -1.11
Cl  -1.79  1.26  -0.90
H  -0.38  -0.19  0.29



(12)
Here is a structure of composition CHCl2NO from the Open Molecules 2025 dataset. Energies are from wB97M-V/def2-TZVPD.

The calculation puts the frontier orbital gap at 8.2303 eV. For the HOMO energy, the calculation gives -0.374 hartree. The energy above the lowest of the compared OMol25 structures with the same formula, charge and spin comes out at 467.0 kJ/mol. For the total energy, the calculation gives -1088.82653 hartree.

Atoms and positions in Å:
C  -1.32  1.00  0.01
N  -1.17  2.33  -0.21
O  -1.64  2.09  1.02
Cl  -2.90  0.99  -0.94
Cl  1.07  2.62  0.12
H  1.08  1.14  0.34